One molecule with the formula C3H7NO2, computed with the ωB97M-V functional and the def2-TZVPD basis.

Structure (ORCA input):
```
! wB97M-V def2-TZVPD RIJCOSX def2/J DEFGRID3
* xyz 0 1
C -0.15823 -1.67014 0.27758
C 0.38148 -0.23454 0.06076
N 1.09675 0.32150 1.17422
O 1.84928 1.15088 0.66485
C -0.75780 0.74081 -0.35004
O -0.31883 1.82676 -1.12412
H 0.61652 -2.36001 0.62245
H -0.99138 -1.73179 1.00570
H -0.54609 -2.05132 -0.67143
H 1.25020 0.35769 -0.58299
H -1.32144 1.08295 0.52518
H -1.42490 0.15875 -0.99022
H 0.20373 2.41635 -0.56467
*
```

Results
SMILES string ... C[C@@H](CO)N=O
F_max ... 4.0 eV/A
Energy relative to the best compared isomer or geometry (same formula, charge and spin) ... 5.159 eV
Molar mass ... 89.094 g/mol
E_tot ... -323.59137 Eh